[1]
{"formula": "C27H59B2FN11O22S", "method": "the ωB97M-V functional and the def2-TZVPD basis", "symbols": ["C", "C", "C", "O", "C", "C", "C", "C", "O", "C", "C", "C", "F", "N", "O", "C", "N", "C", "S", "O", "C", "C", "N", "C", "C", "C", "O", "C", "B", "O", "O", "B", "O", "N", "C", "C", "H", "H", "H", "H", "H", "H", "H", "H", "H", "H", "H", "H", "H", "H", "H", "H", "H", "H", "H", "H", "H", "H", "H", "H", "H", "H", "H", "H", "H", "H", "H", "H", "H", "H", "H", "H", "H", "H", "C", "N", "O", "O", "H", "H", "H", "C", "N", "O", "O", "H", "H", "H", "C", "N", "O", "O", "H", "H", "H", "C", "N", "O", "O", "H", "H", "H", "C", "N", "O", "O", "H", "H", "H", "C", "N", "O", "O", "H", "H", "H", "C", "N", "O", "O", "H", "H", "H"], "xyz": [[0.639437, 2.207189, 0.062621], [-0.507104, 1.839737, -0.934792], [-0.740439, 0.298240, -0.976064], [-1.630630, -0.120725, 0.067478], [-1.813801, -1.519264, 0.085379], [-1.307926, -2.181557, 1.427879], [-0.074174, -1.427898, 1.951974], [-0.365573, -0.325488, 2.986490], [-0.280181, 0.802546, 2.708658], [-2.593059, -2.207521, 2.291764], [-3.751480, -1.259408, 2.392650], [-3.382250, 0.191951, 2.721408], [-2.994855, 0.301771, 4.042546], [-2.610828, -3.286050, 2.981813], [-3.590491, -3.715022, 3.847630], [-3.563985, -3.047788, 4.987894], [-3.377722, -2.602922, 5.978436], [-1.423792, -4.173546, 2.728245], [-2.152696, -5.873362, 2.544611], [-0.322977, -4.017497, 3.501751], [-0.490075, -4.382500, 4.879825], [0.933099, -4.565862, 5.455795], [1.596308, -3.267456, 5.536668], [3.047802, -3.325197, 5.359153], [3.608203, -2.237580, 4.434821], [3.544624, -2.633486, 2.907860], [3.009233, -0.957527, 4.667566], [-1.155929, -3.759970, 1.244168], [-2.178590, -4.455666, 0.203051], [-3.510797, -4.070539, 0.030456], [-1.713361, -5.534622, -0.529589], [0.268087, -4.241659, 0.616399], [1.136613, -5.088359, 1.269324], [0.642735, -3.790918, -0.746885], [1.266558, -4.943705, -1.457982], [1.690384, -2.727522, -0.696937], [1.474655, 2.685082, -0.461473], [1.063543, 1.314071, 0.539589], [0.264331, 2.867405, 0.849010], [-0.089693, 2.097407, -1.932548], [-1.425561, 2.397026, -0.731651], [0.262437, -0.152884, -0.890446], [-1.118017, -0.015830, -1.961084], [-2.888489, -1.689800, -0.053021], [-1.247484, -1.944558, -0.760577], [0.666607, -2.095802, 2.418139], [0.457511, -0.942699, 1.129080], [-0.689720, -0.556455, 4.029185], [-4.248263, -1.251097, 1.409980], [-4.524149, -1.589716, 3.095324], [-2.617456, 0.622581, 2.067487], [-4.291969, 0.793695, 2.602500], [-2.520249, -6.185289, 3.813647], [-0.929949, -3.558374, 5.462692], [-1.008482, -5.334875, 5.033654], [1.471627, -5.157443, 4.685042], [0.925017, -5.124200, 6.398094], [1.192973, -2.587155, 4.902404], [3.430766, -4.296553, 5.012371], [3.497197, -3.139920, 6.349275], [4.673221, -2.102240, 4.644769], [2.792003, -2.040235, 2.369477], [3.358365, -3.709904, 2.845569], [4.505027, -2.375938, 2.451401], [2.909090, -0.507107, 3.822250], [-3.571962, -3.549955, -0.785869], [-1.675458, -5.326918, -1.475763], [0.608706, -5.768782, 1.720551], [2.253299, -5.200889, -1.051942], [0.664400, -5.858295, -1.385556], [1.317146, -4.684506, -2.523847], [1.385434, -1.929028, -1.388943], [1.886475, -2.345174, 0.309869], [2.657733, -3.074690, -1.083391], [0.361968, 1.891558, -5.967298], [0.328641, 1.958744, -4.481120], [-0.293889, 1.091591, -3.883501], [0.925997, 2.874940, -3.957685], [-0.211464, 1.027862, -6.287208], [-0.076526, 2.810326, -6.347211], [1.405130, 1.803992, -6.271519], [4.915279, 3.513625, -7.936198], [3.464741, 3.514879, -7.600642], [2.944459, 2.445859, -7.334181], [2.895052, 4.587249, -7.617036], [5.282819, 2.494986, -7.881555], [5.017519, 3.909729, -8.942815], [5.418149, 4.148400, -7.211689], [8.848824, -2.957061, 4.065582], [7.374037, -2.875055, 4.256565], [6.718901, -2.338976, 3.379578], [6.925083, -3.351109, 5.278780], [9.101973, -2.495494, 3.117529], [9.314877, -2.427913, 4.892154], [9.120728, -4.008937, 4.070810], [-0.662309, 5.790818, 1.082811], [-0.412491, 6.105614, -0.350228], [0.574484, 5.622371, -0.868343], [-1.219688, 6.829670, -0.903462], [0.132202, 5.145338, 1.441717], [-0.670053, 6.732182, 1.626579], [-1.623553, 5.291132, 1.146640], [-4.308377, 5.131128, -1.737267], [-3.983247, 4.204968, -0.620770], [-2.944640, 4.398479, -0.010678], [-4.775092, 3.313166, -0.387227], [-3.513603, 5.866070, -1.821250], [-4.382924, 4.534569, -2.643385], [-5.258994, 5.611879, -1.498999], [-7.424943, 7.283028, 1.103066], [-7.169670, 7.584923, -0.333028], [-6.164887, 7.106483, -0.842350], [-7.976401, 8.284877, -0.897569], [-6.625041, 6.650786, 1.473060], [-7.449827, 8.229477, 1.635880], [-8.382681, 6.773729, 1.163954], [1.124718, 4.554188, -10.759139], [1.072941, 3.066985, -10.705100], [0.029976, 2.551237, -10.354196], [2.087986, 2.472747, -11.015892], [0.160869, 4.948007, -10.456268], [1.906360, 4.874928, -10.075540], [1.355567, 4.840241, -11.781655]], "forces_ev_per_angstrom": [[-0.348, -0.072, -0.095], [1.294, -0.896, -0.206], [0.325, 1.484, -0.572], [0.279, -0.364, 0.153], [0.614, 0.581, -0.381], [-1.999, -0.315, -1.697], [0.469, 0.065, 0.912], [-0.402, -2.525, 0.649], [0.479, 3.195, -0.764], [-0.440, 0.966, 1.044], [0.127, 0.406, -0.390], [-0.554, 0.584, -0.386], [0.120, -0.295, 0.044], [1.723, 0.036, 0.357], [-0.846, 0.352, 0.029], [-0.353, -3.092, -5.883], [0.702, 2.986, 6.087], [-0.479, -2.057, -1.962], [0.446, -0.224, 0.596], [-1.210, 0.075, 0.431], [1.561, -0.032, 1.778], [0.013, 0.461, -1.704], [-0.038, -0.465, -0.110], [0.380, 1.160, 1.059], [0.512, 0.009, -1.429], [0.138, 0.449, 1.053], [-0.627, -0.292, 0.075], [1.185, 0.486, 0.917], [-0.862, -0.577, -0.161], [0.878, 0.898, -0.056], [0.539, 0.857, 0.120], [0.531, 0.149, -0.270], [-1.244, -0.380, -0.444], [0.943, -0.586, 0.975], [-0.447, -0.192, -0.423], [-0.289, 0.488, -0.759], [-0.311, 0.148, 0.107], [-0.239, 0.193, 0.030], [0.290, -0.129, -0.035], [-0.866, -0.093, 0.731], [0.091, -0.179, -0.114], [-0.328, -0.167, 0.275], [-0.253, 0.100, 0.324], [0.331, -0.254, -0.045], [-0.217, -0.288, 0.328], [-0.516, -0.175, -0.037], [-0.445, 0.000, 0.002], [0.136, -0.726, -0.271], [0.230, 0.017, 0.132], [0.372, -0.155, -0.040], [-0.065, -0.283, 0.149], [0.150, -0.148, -0.006], [0.097, 0.226, -0.362], [-0.371, -0.234, -0.382], [-0.238, 0.297, -0.407], [-0.233, -0.325, 0.459], [-0.080, 0.272, -0.055], [0.060, -0.117, 0.007], [-0.288, 0.129, -0.011], [0.018, -0.261, -0.240], [-0.191, -0.403, 0.239], [-0.107, -0.366, 0.153], [-0.056, 0.246, -0.446], [-0.171, -0.269, 0.008], [0.156, -0.008, 0.142], [-0.529, -0.311, 0.062], [-0.192, -0.471, 0.083], [0.513, 0.224, 0.524], [-0.122, 0.176, -0.220], [-0.053, 0.322, 0.090], [0.288, -0.078, 0.236], [0.178, 0.100, 0.457], [-0.158, 0.055, -0.219], [-0.254, -0.194, 0.224], [-0.077, -0.319, -0.069], [-0.122, -0.057, -0.225], [0.257, 0.125, -0.337], [-0.089, -0.237, 0.050], [-0.035, 0.031, 0.118], [0.163, 0.058, 0.029], [-0.390, 0.176, 0.158], [0.152, -0.174, 0.010], [0.020, -0.056, 0.020], [0.375, 0.357, -0.253], [0.004, -0.264, -0.064], [-0.106, 0.007, 0.009], [-0.028, 0.090, 0.063], [-0.066, 0.091, -0.076], [0.124, 0.087, -0.173], [0.033, 0.035, -0.059], [0.187, -0.139, 0.211], [-0.020, 0.084, -0.217], [-0.101, 0.004, 0.022], [-0.038, -0.114, 0.056], [-0.021, 0.025, 0.131], [0.158, -0.016, 0.300], [0.010, -0.068, 0.045], [-0.234, 0.115, -0.036], [0.186, -0.135, 0.038], [0.055, 0.066, -0.117], [-0.071, 0.011, -0.074], [0.173, 0.255, 0.040], [0.017, 0.123, -0.187], [0.010, 0.121, -0.192], [-0.530, -0.464, -0.130], [0.228, 0.087, 0.112], [0.022, -0.061, 0.110], [-0.064, -0.067, 0.082], [0.390, -0.442, -0.186], [0.152, -0.134, 0.143], [0.032, -0.001, -0.026], [-0.563, 0.536, 0.275], [0.183, -0.131, 0.012], [0.008, 0.030, -0.091], [-0.114, -0.001, -0.061], [-0.037, 0.127, -0.023], [-0.127, 0.173, 0.039], [-0.073, -0.028, 0.023], [0.258, 0.002, -0.055], [-0.185, 0.070, 0.124], [0.006, -0.103, 0.011], [0.032, -0.010, -0.074], [0.107, -0.063, 0.038]], "total_charge": 1, "energy_ev": -105268.9845}


[2]
{"formula": "C4H8IN2", "method": "the ωB97M-V functional and the def2-TZVPD basis", "symbols": ["C", "C", "C", "C", "N", "N", "I", "H", "H", "H", "H", "H", "H", "H", "H"], "xyz": [[-0.967561, -1.334194, 0.790346], [2.217030, -1.748878, -0.569428], [-0.329241, 0.002738, -1.053904], [-1.007675, 1.058474, 1.021731], [3.284123, -2.094195, -0.284835], [-0.794319, -0.164449, 0.299208], [-1.610894, -1.778570, 2.701261], [-0.743655, -2.198170, 0.173216], [0.574323, 0.613808, -1.057103], [-1.093889, 0.516168, -1.640968], [-0.093748, -0.950728, -1.519386], [-1.740127, 0.931433, 1.818221], [-1.351146, 1.836415, 0.341694], [-0.065129, 1.387211, 1.470302], [4.203415, -2.400943, -0.056029]], "forces_ev_per_angstrom": [[-0.046, -0.142, 0.417], [0.018, -0.087, 0.176], [0.277, 0.148, -1.365], [-0.145, 1.023, 0.818], [-0.152, 0.047, -0.066], [-0.235, -0.947, 0.342], [0.165, 0.147, -0.443], [0.003, 0.166, -0.079], [-0.051, -0.055, 0.108], [-0.039, -0.005, 0.168], [-0.056, 0.073, 0.182], [0.059, -0.066, -0.139], [0.016, -0.146, -0.051], [-0.046, -0.085, -0.091], [0.233, -0.072, 0.022]], "total_charge": 1, "relative_energy_ev": 2.0235, "energy_ev": -15350.0829}


[3]
{"formula": "H26O13", "method": "the ωB97M-V functional and the def2-TZVPD basis", "symbols": ["O", "H", "H", "O", "H", "H", "O", "H", "H", "O", "H", "H", "O", "H", "H", "O", "H", "H", "O", "H", "H", "O", "H", "H", "O", "H", "H", "O", "H", "H", "O", "H", "H", "O", "H", "H", "O", "H", "H"], "xyz": [[-0.997487, -1.350051, 2.570897], [-0.181487, -1.654051, 3.036897], [-1.179487, -2.136051, 2.025897], [-0.661487, -3.105051, 1.495897], [-0.568487, -3.556051, 2.306897], [0.258513, -3.093051, 0.979897], [-0.295487, -0.233051, -0.002103], [0.476513, 0.292949, -0.209103], [-0.317487, -0.404051, 0.906897], [-0.032487, -1.472051, -2.952103], [-0.679487, -2.066051, -2.770103], [0.146513, -0.960051, -2.202103], [-0.740487, 2.518949, -2.226103], [0.056513, 2.093949, -2.389103], [-1.442487, 1.884949, -1.970103], [-2.369487, 0.297949, -1.359103], [-2.791487, -0.535051, -1.252103], [-1.481487, 0.033949, -0.822103], [-2.966487, 0.520949, 3.352897], [-2.253487, -0.082051, 2.978897], [-3.822487, 0.261949, 3.222897], [2.034513, 1.340949, -2.504103], [2.212513, 0.625949, -3.066103], [2.508513, 2.052949, -2.765103], [2.877513, -1.929051, -0.299103], [2.818513, -1.073051, -0.022103], [3.383513, -1.979051, -1.077103], [-3.288487, -1.661051, -0.674103], [-2.344487, -1.984051, -1.056103], [-3.782487, -1.745051, -1.506103], [-0.146487, 3.369949, 0.508897], [0.228513, 2.823949, 1.226897], [-0.065487, 2.767949, -0.312103], [2.922513, 0.754949, 0.402897], [3.754513, 0.707949, 0.877897], [3.169513, 1.242949, -0.368103], [1.543513, 2.345949, 2.084897], [2.244513, 1.830949, 1.546897], [1.772513, 3.247949, 2.277897]], "forces_ev_per_angstrom": [[0.677, 3.708, 3.201], [-1.096, 1.032, -0.241], [-0.806, 1.512, -0.186], [3.770, -4.587, -6.085], [0.626, -1.528, 1.193], [-2.899, -0.100, 1.745], [1.034, -0.245, -2.280], [0.267, 0.317, 0.186], [-0.271, -0.323, 2.845], [3.010, 1.486, -2.850], [-2.897, -2.527, 0.935], [0.007, 0.978, 1.814], [-2.419, 1.463, 0.739], [1.971, -1.642, -0.633], [0.414, -0.107, -0.283], [4.247, 2.240, 0.070], [-0.992, 0.819, 0.039], [-2.790, 1.585, -1.461], [4.641, 0.929, 0.467], [-1.739, 0.594, 0.578], [-2.957, -1.509, -0.896], [-2.577, -2.046, 3.032], [0.367, -1.476, -1.422], [2.262, 3.504, -1.547], [-0.913, -4.131, 0.468], [-0.160, 3.780, 0.917], [0.910, 0.036, -1.435], [2.127, -4.388, -1.249], [-3.060, 0.508, 1.835], [-0.614, -0.305, 0.358], [0.100, -1.407, -1.821], [-0.318, 0.294, -0.486], [-0.646, 1.741, 1.601], [0.245, -0.393, 0.729], [0.308, -0.289, 0.428], [-0.218, 0.617, -1.310], [1.392, -2.308, 0.031], [-1.609, 1.748, 1.135], [0.607, 0.419, -0.162]], "total_charge": 0, "relative_energy_ev": 6.5003, "energy_ev": -27035.4468}


[4]
{"formula": "BrH2NO", "method": "the ωB97M-V functional and the def2-TZVPD basis", "symbols": ["N", "O", "Br", "H", "H"], "xyz": [[0.353667, 1.256494, 0.609295], [-0.850731, -1.335227, 0.310503], [-0.523591, -2.106223, -1.109046], [-0.224069, 1.378206, -0.210054], [1.244724, 0.806750, 0.399302]], "forces_ev_per_angstrom": [[-0.613, -1.082, 1.048], [-0.005, 2.493, 2.588], [0.617, -1.140, -2.354], [0.140, -0.177, -0.714], [-0.140, -0.095, -0.567]], "total_charge": 0, "relative_energy_ev": 4.1791, "energy_ev": -73605.1366}


[5]
{"formula": "C2Cl2NS2", "method": "the ωB97M-V functional and the def2-TZVPD basis", "symbols": ["C", "C", "N", "S", "S", "Cl", "Cl"], "xyz": [[-0.889468, 0.547164, 0.017425], [1.569793, 0.393147, 2.059147], [-1.073680, -0.185348, -0.848200], [-3.014204, -0.907233, -2.913928], [-1.220868, -1.045187, -2.281485], [2.348640, -0.031814, 0.707899], [2.279787, 1.229271, 3.259141]], "forces_ev_per_angstrom": [[0.639, 1.303, 2.031], [1.563, 0.570, -0.147], [-0.505, -0.906, -1.429], [-0.171, 0.071, 0.053], [0.174, -0.495, -0.529], [-0.722, -0.124, 0.333], [-0.979, -0.420, -0.311]], "total_charge": 1, "relative_energy_ev": 2.9368, "energy_ev": -50265.2700}


[6]
{"formula": "C2H9NO2", "method": "the ωB97M-V functional and the def2-TZVPD basis", "symbols": ["C", "N", "C", "O", "H", "H", "H", "H", "H", "H", "H", "O", "H", "H"], "xyz": [[-0.341728, -2.176760, 0.650082], [0.334980, -1.576415, 1.771250], [-0.151684, -0.480746, 2.554997], [-0.870522, 0.501477, 1.860049], [-1.223077, -1.582352, 0.420098], [-0.674059, -3.205689, 0.832319], [0.336378, -2.231493, -0.200839], [1.237581, -1.838677, 1.978377], [-0.814814, -0.845332, 3.337571], [0.675402, -0.013110, 3.058557], [-0.663113, 0.459469, 0.923533], [0.759683, 4.583755, -5.994222], [1.074335, 3.679544, -6.044846], [0.320642, 4.726333, -5.146931]], "forces_ev_per_angstrom": [[0.116, -0.258, 0.419], [-1.394, 1.007, -0.377], [-0.455, -0.797, 0.281], [-0.485, 0.217, -0.406], [-0.001, -0.042, -0.258], [-0.125, 0.048, 0.158], [-0.173, 0.189, -0.282], [1.979, -0.622, 0.133], [-0.453, 0.144, 0.176], [0.723, 0.066, 0.194], [0.269, 0.048, -0.038], [-0.080, 0.458, -0.145], [-0.115, -0.093, 0.311], [0.195, -0.364, -0.166]], "total_charge": 0, "smiles": "CNCO.O", "relative_energy_ev": 0.7155, "energy_ev": -7804.0104}